ORCA calculation (ωB97M-V/def2-TZVPD) on a 2-piece molecular cluster, C4H11N3O2 overall.

```
20
Properties=species:S:1:pos:R:3:mulliken_charge:R:1
C -2.6755 0.2187 0.7862 -0.80
C -0.7663 -1.2750 1.1589 0.54
N -0.0400 -0.8895 0.1746 -0.60
N -1.9819 -0.7907 1.5770 -0.24
N -0.3120 -2.3342 1.8861 -0.44
H -0.3065 0.0482 -0.1045 0.08
H 2.0229 2.8749 -0.1762 0.33
H -2.4977 -1.3703 2.2114 0.20
H -0.7066 -2.6091 2.7691 0.18
H 0.6752 -2.5050 1.8703 0.25
H -3.3086 -0.2589 0.0292 0.28
H -1.9588 0.8867 0.3333 0.27
H -3.4166 0.6388 1.4618 0.29
C 2.4421 0.5415 -2.3159 -0.97
C 1.7562 1.6830 -1.6447 0.73
O 2.2713 1.9783 -0.4296 -0.46
O 0.8793 2.3512 -2.1294 -0.57
H 2.5493 -0.2464 -1.5826 0.28
H 3.4755 0.6939 -2.6352 0.35
H 1.8987 0.3640 -3.2400 0.29
```

Calculated values
SMILES: [H]/N=C(/N)NC.CC(=O)O
Electronic energy, eV: -12891.8809
Orbital gap, eV: 9.33
Highest occupied orbital energy, eV: -8.5515

=====

ORCA calculation (ωB97M-V/def2-TZVPD) on a 2-piece molecular cluster, C4H11N3O2 overall.

```
20
Properties=species:S:1:pos:R:3:mulliken_charge:R:1
C -0.8759 -0.5608 3.3207 -0.95
C -0.0976 -0.2219 2.0972 0.69
O 0.2112 0.9173 1.8677 -0.54
O 0.2110 -1.2815 1.2864 -0.49
H -0.4484 -1.3990 3.8704 0.30
H -1.8335 -0.9924 2.9187 0.26
H -1.2812 0.3195 3.8030 0.32
C 1.9774 0.7656 -1.8538 -0.93
C -0.2942 0.0756 -1.5156 0.54
N -1.1013 -1.0257 -1.2772 -0.48
N 0.9617 -0.1733 -1.5365 -0.43
N -1.0302 1.2035 -1.8248 -0.46
H -1.8874 -0.8740 -0.6735 0.23
H -0.4536 -1.7849 -1.1383 0.28
H 1.0368 -1.2276 0.7943 0.37
H -0.6253 2.1176 -1.7856 0.20
H -1.6653 1.0384 -2.5953 0.22
H 2.6470 0.9739 -0.9927 0.28
H 1.7464 1.7562 -2.2920 0.28
H 2.8025 0.3738 -2.4731 0.32
```

Calculated values
SMILES: CN=C(N)N.CC(=O)O
Electronic energy, eV: -12891.5434
Orbital gap, eV: 9.37
Highest occupied orbital energy, eV: -8.5485

=====

ORCA calculation (ωB97M-V/def2-TZVPD) on a 2-piece molecular cluster, C4H11N3O2 overall.

```
20
Properties=species:S:1:pos:R:3:mulliken_charge:R:1
C -2.3065 -0.0927 -0.3392 -0.59
C -3.6034 -0.8683 -0.4310 0.46
O -4.7483 -0.2227 -0.0624 -0.49
O -3.6229 -1.9943 -0.8440 -0.48
H -1.8861 0.1715 -1.3052 0.40
H -1.7121 -0.5940 0.4165 0.03
H -2.4692 0.9126 0.0672 0.32
C 0.8612 -0.4143 1.0471 -0.81
C 2.6237 0.7322 -0.1604 0.40
N 2.4986 1.7001 -0.9662 -0.65
N 1.8392 0.6845 0.9902 -0.35
N 3.4416 -0.3585 -0.2446 -0.37
H -4.9990 0.5155 -0.6321 0.34
H 3.2565 1.9602 -1.5881 0.23
H 1.4864 1.5862 1.2759 0.30
H 3.6721 -0.8418 0.6069 0.23
H 3.7706 -0.7985 -1.0829 0.18
H 0.6067 -0.6392 0.0240 0.27
H 0.0268 -0.1440 1.6863 0.39
H 1.2642 -1.2944 1.5423 0.21
```

Calculated values
SMILES: [H]/N=C(\N)NC.CC(=O)O
Electronic energy, eV: -12891.0587
Orbital gap, eV: 9.71
Highest occupied orbital energy, eV: -9.1415